[1]
{
  "formula": "C38H42Br2F5KN5OSSi",
  "method": "the ωB97M-V functional and the def2-TZVPD basis",
  "elements": ["K", "C", "C", "N", "C", "C", "C", "C", "N", "C", "C", "F", "C", "F", "C", "C", "F", "C", "F", "H", "H", "H", "H", "H", "H", "H", "H", "H", "H", "H", "H", "H", "H", "H", "Br", "C", "C", "C", "N", "C", "C", "C", "C", "C", "Br", "C", "C", "N", "H", "H", "H", "H", "H", "H", "C", "Si", "C", "C", "N", "C", "C", "C", "C", "C", "C", "F", "H", "H", "H", "H", "H", "H", "H", "H", "H", "H", "H", "H", "H", "C", "S", "O", "C", "C", "C", "C", "C", "C", "H", "H", "H", "H", "H", "H", "H", "H"],
  "coordinates": [[0.07577, -0.32681, -0.99031], [-1.70726, -3.78378, 0.05639], [-0.27850, -4.01945, 0.52589], [0.18819, -3.01531, 1.48506], [-0.42184, -3.17601, 2.79843], [0.01789, -4.39898, 3.61694], [1.65261, -2.96554, 1.56155], [2.31897, -1.96158, 0.59784], [1.86375, -1.94049, -0.77449], [2.29135, -2.81381, -1.66324], [1.86333, -2.64881, -3.01962], [1.13071, -1.53769, -3.32136], [2.14099, -3.52987, -4.02708], [1.64243, -3.28721, -5.26207], [2.91119, -4.66520, -3.82719], [3.40144, -4.83507, -2.54383], [4.17473, -5.90916, -2.28699], [3.13636, -3.96198, -1.51517], [3.69247, -4.25314, -0.30767], [-1.98437, -4.56798, -0.65193], [-1.80859, -2.82366, -0.44602], [-2.42247, -3.81997, 0.88091], [0.38244, -3.96998, -0.33341], [-0.18991, -5.03678, 0.94177], [-1.50427, -3.21491, 2.65639], [-0.20369, -2.27510, 3.38395], [-0.07982, -5.31683, 3.03750], [-0.60163, -4.48727, 4.51101], [1.05814, -4.30839, 3.93093], [2.07982, -3.96554, 1.42069], [1.92446, -2.63941, 2.57168], [3.40110, -2.11919, 0.67241], [2.11656, -0.95828, 0.98692], [3.12292, -5.36445, -4.62041], [-5.29433, 3.54723, -1.42506], [-4.67666, 1.75406, -1.33295], [-5.01386, 0.97242, -0.24588], [-4.52135, -0.32470, -0.24476], [-3.78667, -0.84242, -1.21284], [-3.47231, -0.07712, -2.25914], [-3.90121, 1.24835, -2.35544], [-2.70282, -0.73182, -3.34830], [-2.77980, -0.28353, -4.66753], [-2.11486, -1.00616, -5.63863], [-2.23360, -0.44527, -7.45028], [-1.39901, -2.14142, -5.31600], [-1.38015, -2.49580, -3.97264], [-1.99695, -1.81703, -3.02080], [-5.62230, 1.34834, 0.56338], [-4.73711, -0.98093, 0.59412], [-3.61654, 1.87857, -3.18495], [-3.36508, 0.58322, -4.93591], [-0.86829, -2.71767, -6.05805], [-0.82331, -3.37139, -3.65381], [4.00005, 4.68593, 2.38943], [2.24762, 4.51399, 1.64792], [1.15672, 3.97672, 3.10669], [1.70426, 6.29310, 1.21185], [2.02675, 3.38179, 0.42694], [2.48851, 3.39088, -0.83211], [3.50073, 4.23890, -1.36553], [3.93016, 4.15334, -2.67765], [3.38797, 3.22116, -3.55645], [2.37725, 2.38353, -3.09257], [1.96268, 2.49091, -1.79013], [0.91581, 1.70139, -1.38445], [4.04621, 5.48146, 3.13864], [4.74552, 4.90564, 1.62097], [4.29504, 3.74962, 2.87103], [1.11348, 4.75426, 3.87618], [1.54913, 3.06781, 3.57070], [0.13711, 3.77240, 2.77071], [2.12110, 7.03926, 1.89369], [0.61439, 6.37378, 1.24766], [2.01460, 6.55741, 0.19723], [3.93018, 4.97948, -0.69970], [4.70276, 4.82617, -3.03485], [3.73323, 3.14208, -4.57889], [1.90283, 1.64906, -3.73419], [0.31593, 0.55129, 2.40754], [-1.23133, -0.09527, 1.67459], [-1.42053, 0.65983, 0.41320], [-2.30523, 0.71577, 2.88464], [-2.57922, 2.06679, 2.74355], [-3.34443, 2.70583, 3.70556], [-3.83077, 1.99166, 4.79445], [-3.57808, 0.63195, 4.90973], [-2.81248, -0.01377, 3.94781], [0.12858, 1.02639, 3.36567], [0.73185, 1.27842, 1.69947], [0.99063, -0.29245, 2.54001], [-2.18758, 2.59356, 1.87984], [-3.56017, 3.76223, 3.60994], [-4.41106, 2.49282, 5.55893], [-3.98036, 0.07245, 5.74467], [-2.60885, -1.07685, 4.01732]],
  "lowdin_charge": [0.819, -0.070, -0.239, -0.181, -0.284, -0.079, -0.183, -0.230, -0.110, -0.233, -0.164, 0.020, -0.248, 0.056, 0.016, -0.246, 0.065, -0.141, 0.045, 0.076, 0.042, 0.061, 0.102, 0.109, 0.092, 0.093, 0.063, 0.068, 0.066, 0.113, 0.112, 0.114, 0.079, 0.115, 0.743, -0.666, -0.104, -0.133, 0.137, -0.215, -0.054, -0.212, -0.059, -0.660, 0.741, -0.090, -0.119, 0.127, 0.103, 0.115, 0.106, 0.101, 0.102, 0.120, -0.196, 0.350, -0.197, -0.190, -0.058, -0.356, -0.060, -0.137, -0.144, -0.048, -0.221, -0.139, 0.011, 0.006, 0.013, 0.018, 0.009, 0.004, 0.010, 0.011, 0.010, 0.081, 0.087, 0.080, 0.108, -0.181, 0.911, -0.665, -0.380, -0.072, -0.068, -0.089, -0.086, -0.085, 0.055, 0.056, 0.027, 0.120, 0.107, 0.100, 0.101, 0.100],
  "total_charge": -1,
  "de_lowest_kcal_mol": 44.17
}

---

[2]
{
  "formula": "C38H42BrCsFNO2Sb2Se2",
  "method": "the ωB97M-V functional and the def2-TZVPD basis",
  "elements": ["Cs", "O", "C", "C", "C", "O", "C", "Se", "C", "Se", "H", "H", "H", "H", "H", "H", "H", "H", "H", "H", "C", "C", "C", "Sb", "C", "C", "C", "C", "C", "C", "C", "C", "C", "C", "C", "C", "Sb", "C", "C", "C", "C", "C", "C", "C", "C", "C", "C", "C", "C", "H", "H", "H", "H", "H", "H", "H", "H", "H", "H", "H", "H", "H", "H", "H", "H", "H", "H", "H", "H", "H", "H", "H", "H", "H", "H", "C", "C", "C", "C", "C", "Br", "N", "C", "H", "H", "H", "H", "H", "H", "F"],
  "coordinates": [[1.24933, -2.08530, -1.20835], [3.55900, -4.49875, -7.33786], [3.33756, -3.16472, -6.85055], [2.61053, -3.10187, -5.50014], [1.26644, -3.82776, -5.63405], [1.42252, -5.25609, -5.72197], [3.52194, -3.77272, -4.44054], [2.70332, -4.52561, -2.79933], [2.35552, -1.62466, -5.12512], [1.31942, -0.50579, -6.38231], [2.87461, -5.05522, -6.93540], [2.75713, -2.59508, -7.57857], [4.32115, -2.68324, -6.76285], [0.75632, -3.50451, -6.54015], [0.62815, -3.57973, -4.78034], [1.72161, -5.52528, -4.82797], [4.27947, -3.03651, -4.16515], [4.05000, -4.59033, -4.93196], [3.32988, -1.16099, -4.94933], [1.83776, -1.63161, -4.15500], [-2.40285, -0.09433, -0.25332], [-2.52029, 0.26827, 1.22075], [-1.25175, 0.13760, 2.05087], [0.30811, 1.53206, 1.58428], [-0.57855, 3.12223, 2.88283], [0.12312, 4.32546, 2.98135], [-0.38534, 5.42753, 3.65446], [-1.64436, 5.36202, 4.24064], [-2.37096, 4.18524, 4.14475], [-1.83814, 3.08738, 3.47717], [1.73009, 0.97450, 3.12273], [1.68866, 1.53147, 4.40071], [2.66746, 1.24583, 5.34951], [3.71069, 0.38827, 5.03691], [3.76463, -0.17823, 3.76995], [2.78893, 0.10938, 2.82970], [-1.35987, 1.17301, -1.70996], [-2.56622, 0.43529, -3.31694], [-1.89014, -0.02430, -4.44042], [-2.58060, -0.58894, -5.51057], [-3.96101, -0.68374, -5.47425], [-4.65344, -0.21445, -4.36035], [-3.95948, 0.33499, -3.29268], [-2.34589, 2.96278, -1.03528], [-3.68150, 3.04799, -0.64493], [-4.21251, 4.22812, -0.14409], [-3.40993, 5.35367, -0.01319], [-2.07826, 5.28663, -0.39137], [-1.55787, 4.10281, -0.90011], [-3.40385, -0.17434, -0.68808], [-1.94316, -1.08173, -0.36105], [-3.28545, -0.39112, 1.65594], [-2.92373, 1.28326, 1.31185], [-0.75057, -0.81679, 1.86814], [-1.49116, 0.22435, 3.11394], [1.10307, 4.41883, 2.51665], [0.19771, 6.34042, 3.71090], [-2.05496, 6.22206, 4.75714], [-3.36066, 4.12104, 4.58426], [-2.43749, 2.18383, 3.41784], [0.89057, 2.21562, 4.67009], [2.60358, 1.70220, 6.33196], [4.47859, 0.16591, 5.76981], [4.57314, -0.85290, 3.50963], [2.81062, -0.34594, 1.84558], [-0.80687, 0.02703, -4.57472], [-1.98169, -0.93799, -6.34646], [-4.50457, -1.11600, -6.30765], [-5.73570, -0.27848, -4.32156], [-4.53182, 0.68890, -2.44049], [-4.32920, 2.17868, -0.70617], [-5.25394, 4.26156, 0.15506], [-3.81803, 6.27204, 0.39153], [-1.43365, 6.15050, -0.28151], [-0.50790, 4.06635, -1.17223], [0.48271, -1.69586, 6.20492], [1.14281, -2.38897, 5.05422], [2.41486, -2.94165, 5.13701], [2.99129, -3.52015, 4.02076], [2.25739, -3.51344, 2.84383], [3.04656, -4.17867, 1.25682], [1.03754, -3.03336, 2.73825], [0.50413, -2.47905, 3.82260], [1.02606, -1.86660, 7.13610], [-0.54587, -2.03513, 6.34460], [0.46177, -0.61970, 6.02683], [2.95667, -2.90912, 6.07596], [3.98188, -3.95237, 4.04481], [-0.50083, -2.08299, 3.70391], [1.20580, -0.42303, 0.54679]],
  "lowdin_charge": [0.765, -0.102, -0.241, -0.595, -0.253, -0.142, -0.586, 0.207, -0.646, 0.263, 0.047, 0.063, 0.122, 0.100, 0.096, -0.011, 0.045, 0.041, 0.040, -0.014, -0.379, -0.373, -0.397, 1.458, -0.382, -0.168, -0.115, -0.124, -0.112, -0.134, -0.332, -0.140, -0.118, -0.118, -0.107, -0.127, 1.432, -0.399, -0.158, -0.086, -0.104, -0.116, -0.150, -0.397, -0.137, -0.102, -0.106, -0.099, -0.161, 0.032, 0.042, 0.103, 0.072, 0.027, 0.046, 0.090, 0.090, 0.086, 0.090, 0.077, 0.081, 0.092, 0.091, 0.101, 0.075, 0.012, 0.083, 0.092, 0.089, 0.073, 0.086, 0.094, 0.093, 0.097, 0.086, -0.046, -0.258, -0.045, -0.121, -0.757, 0.725, 0.067, -0.097, 0.074, 0.078, 0.069, 0.114, 0.097, 0.109, -0.956],
  "total_charge": -2,
  "de_lowest_kcal_mol": 25.26
}

---

[3]
{
  "formula": "C38H42F24MgO20Zr",
  "method": "the ωB97M-V functional and the def2-TZVPD basis",
  "elements": ["Zr", "Mg", "C", "C", "C", "O", "C", "C", "C", "O", "O", "O", "H", "H", "C", "C", "O", "C", "O", "C", "F", "F", "F", "H", "H", "H", "H", "H", "C", "C", "O", "C", "O", "C", "F", "F", "F", "H", "H", "H", "H", "H", "C", "C", "O", "C", "O", "C", "F", "F", "F", "H", "H", "H", "H", "H", "C", "C", "O", "C", "O", "C", "F", "F", "F", "H", "H", "H", "H", "H", "C", "C", "O", "C", "O", "C", "F", "F", "F", "H", "H", "H", "H", "H", "C", "C", "O", "C", "O", "C", "F", "F", "F", "H", "H", "H", "H", "H", "C", "C", "O", "C", "O", "C", "F", "F", "F", "H", "H", "H", "H", "H", "C", "C", "O", "C", "O", "C", "F", "F", "F", "H", "H", "H", "H", "H"],
  "coordinates": [[-1.10164, 2.48803, -4.32690], [-0.16461, -0.44801, 3.14107], [-1.06440, 2.17203, 0.14017], [-0.74312, 1.08832, 1.08862], [-0.23257, -0.26435, 0.45628], [0.06832, -1.10458, 1.33252], [0.02106, -0.22869, -0.92910], [-0.25646, 0.75886, -1.78794], [-0.85854, 2.02469, -1.20768], [-1.29447, 2.93067, -2.02356], [-0.11983, 0.62051, -3.09052], [-0.96148, 1.05393, 2.29671], [-1.45489, 3.07070, 0.59437], [0.44436, -1.15615, -1.28550], [-4.53376, 5.86023, -0.16725], [-3.98164, 4.80754, -1.13807], [-5.05502, 4.52425, -2.01778], [-4.78154, 3.91933, -3.17042], [-3.65847, 3.44213, -3.54457], [-6.05415, 3.52050, -3.90063], [-6.00913, 3.91017, -5.13325], [-6.05880, 2.18382, -4.04930], [-7.23207, 3.87287, -3.40313], [-3.68526, 6.24527, 0.39835], [-5.32793, 5.52317, 0.49892], [-4.89612, 6.71590, -0.73702], [-3.70560, 3.91288, -0.57995], [-3.10007, 5.22757, -1.62233], [2.67088, -4.13960, 0.00679], [1.60532, -4.57880, 1.05235], [2.28920, -5.10342, 2.17316], [1.97935, -6.37115, 2.67171], [1.27487, -7.25947, 2.11757], [2.64675, -6.59555, 4.04031], [3.51922, -7.56526, 3.84807], [3.28780, -5.46952, 4.41996], [1.74271, -6.91248, 4.97615], [2.23002, -3.96543, -0.97475], [3.43787, -4.90991, -0.07349], [3.16586, -3.21433, 0.30172], [0.94879, -5.32983, 0.61297], [1.04969, -3.70408, 1.39037], [3.79211, -1.35772, 2.59535], [3.48254, -0.52245, 1.36351], [3.48533, 0.83876, 1.66371], [2.54833, 1.35379, 2.52763], [1.59256, 0.68373, 2.92044], [2.75891, 2.81649, 2.99205], [2.76011, 2.77985, 4.33486], [3.86059, 3.39919, 2.53949], [1.62883, 3.50637, 2.61063], [2.89556, -1.43296, 3.21067], [4.59201, -0.98020, 3.23233], [4.03262, -2.39563, 2.36514], [2.62134, -0.87117, 0.79357], [4.34339, -0.65201, 0.70759], [0.90495, 6.43608, 0.63391], [1.04851, 5.77109, -0.73697], [2.36091, 5.34328, -1.07557], [2.82133, 4.07501, -0.86167], [2.15933, 3.16164, -0.28353], [4.20748, 3.80728, -1.44887], [4.17669, 3.09333, -2.57806], [4.82307, 4.92848, -1.66930], [4.86280, 3.10910, -0.56476], [1.52718, 7.32954, 0.58233], [1.17216, 5.78104, 1.46313], [-0.12973, 6.74236, 0.78802], [0.73888, 6.54750, -1.43655], [0.32816, 4.95357, -0.76556], [-1.11813, 3.95531, 5.01365], [-2.14817, 2.82745, 5.16263], [-1.79770, 2.01933, 6.23875], [-1.01678, 0.94966, 6.03620], [-0.59272, 0.56547, 4.93200], [-0.58576, 0.17198, 7.31037], [-1.06488, -1.05401, 7.25930], [0.76662, 0.13631, 7.37757], [-1.08929, 0.76137, 8.42018], [-0.10113, 3.56314, 5.00946], [-1.10060, 4.64813, 5.85496], [-1.41504, 4.62223, 4.20423], [-2.40860, 2.23088, 4.28833], [-3.03793, 3.33297, 5.53797], [-1.80707, -5.42052, 2.32961], [-1.78689, -3.86782, 2.34072], [-2.91392, -3.41725, 3.12739], [-2.87934, -2.07976, 3.51014], [-2.03521, -1.24613, 3.14014], [-4.11691, -1.70348, 4.39027], [-3.73586, -0.97820, 5.42693], [-4.93856, -0.93508, 3.70740], [-4.75658, -2.75940, 4.88723], [-0.85903, -5.80388, 1.95233], [-2.62224, -5.90490, 1.79204], [-1.79101, -5.84548, 3.33324], [-1.72886, -3.48773, 1.32078], [-0.91300, -3.54247, 2.90514], [-4.03949, -4.15915, -5.87730], [-2.67746, -4.74212, -6.29038], [-1.63498, -3.84491, -5.90141], [-0.96181, -4.03647, -4.74183], [-1.22194, -4.83185, -3.83898], [0.19572, -3.05774, -4.62958], [0.74197, -3.06488, -3.43153], [1.13685, -3.48010, -5.38760], [-0.13383, -1.84884, -4.97093], [-4.16346, -3.24231, -6.45361], [-3.90251, -3.82750, -4.84805], [-5.00376, -4.65015, -6.00842], [-2.57920, -4.69879, -7.37508], [-2.45426, -5.75359, -5.95097], [3.88935, -0.29215, -7.00907], [3.01566, -1.03700, -6.06463], [3.45040, -1.11484, -4.77785], [3.22240, -0.04984, -3.94378], [2.80870, 1.07140, -4.24864], [3.67332, -0.36242, -2.52921], [3.42371, 0.54819, -1.61917], [3.10420, -1.48687, -2.18691], [5.00508, -0.60038, -2.66012], [4.89427, -0.71294, -6.97507], [4.00015, 0.75542, -6.72905], [3.47074, -0.32596, -8.01492], [2.87393, -2.05582, -6.42520], [2.01435, -0.63458, -6.21812]],
  "lowdin_charge": [2.256, 0.803, 0.214, -0.159, -0.177, 0.068, 0.135, -0.265, -0.279, -0.110, -0.081, 0.099, 0.160, 0.158, -0.025, -0.206, 0.100, -0.247, -0.027, -0.588, 0.224, 0.169, 0.231, 0.084, 0.099, 0.101, 0.119, 0.124, -0.023, -0.212, -0.014, -0.241, 0.141, -0.552, 0.215, 0.151, 0.187, 0.067, 0.102, 0.044, 0.121, 0.089, -0.017, -0.225, 0.064, -0.218, 0.064, -0.485, 0.194, 0.223, 0.121, 0.067, 0.112, 0.092, 0.103, 0.140, -0.032, -0.214, 0.050, -0.241, 0.072, -0.621, 0.177, 0.240, 0.215, 0.100, 0.067, 0.084, 0.133, 0.085, -0.026, -0.195, 0.084, -0.239, 0.044, -0.510, 0.205, 0.180, 0.188, 0.071, 0.098, 0.083, 0.118, 0.144, -0.013, -0.178, 0.071, -0.183, 0.048, -0.562, 0.193, 0.210, 0.218, 0.053, 0.099, 0.099, 0.127, 0.110, -0.041, -0.178, 0.007, -0.336, 0.155, -0.672, 0.170, 0.237, 0.182, 0.071, 0.068, 0.093, 0.132, 0.135, -0.041, -0.297, 0.067, -0.302, 0.101, -0.585, 0.190, 0.187, 0.189, 0.102, 0.080, 0.101, 0.134, 0.112],
  "total_charge": 4
}

---

| no. | molar mass (g/mol) | electronic energy (Ha) | frontier orbital gap (Ha) |
| --- | --- | --- | --- |
| 1 | 938.84 | -8757.27260 | 0.1947 |
| 2 | 1178.01 | -9655.85738 | 0.1635 |
| 3 | 1390.22 | -5620.37619 | 0.0507 |